{
  "formula": "C29H37BFeN6O5S2SbSe4",
  "method": "wB97M-V/def2-TZVPD",
  "symbols": ["Fe", "Se", "Sb", "Se", "Se", "Se", "O", "N", "N", "O", "C", "C", "C", "C", "C", "C", "H", "H", "H", "H", "H", "C", "C", "C", "N", "C", "S", "N", "C", "O", "C", "C", "C", "C", "C", "C", "H", "H", "H", "H", "H", "H", "H", "H", "H", "H", "H", "H", "H", "H", "C", "C", "C", "C", "C", "C", "C", "C", "O", "B", "O", "C", "C", "H", "H", "H", "H", "H", "H", "H", "H", "H", "H", "H", "H", "C", "N", "C", "N", "S", "H", "H", "H", "H", "H", "H"],
  "xyz": [[18.49621, 12.05341, 14.13696], [18.07200, 13.78243, 6.81663], [15.52145, 13.26054, 6.72028], [11.79186, 12.37851, 11.65036], [15.41883, 12.09856, 9.43892], [15.16126, 10.76062, 6.50015], [18.33006, 13.99552, 14.94803], [17.87263, 14.13139, 16.18434], [17.56738, 12.97873, 16.71465], [17.69096, 11.85179, 15.86842], [17.08298, 12.87564, 18.05121], [17.51585, 13.76469, 19.05506], [17.29241, 13.42507, 20.39889], [16.50318, 12.30140, 20.70561], [16.27178, 11.33793, 19.67420], [16.52492, 11.62773, 18.35484], [18.11345, 14.60679, 18.72161], [17.66885, 14.07931, 21.22131], [16.12572, 12.11184, 21.69592], [15.85736, 10.36920, 19.92434], [16.34684, 10.90603, 17.56031], [20.29831, 11.05474, 8.10647], [19.31175, 11.15926, 9.26106], [19.26385, 10.07909, 10.36203], [20.38380, 10.18844, 11.28721], [20.52762, 9.64760, 12.54666], [20.46432, 10.56511, 13.97981], [20.95824, 8.36457, 12.67262], [20.66714, 7.30191, 11.74009], [19.71306, 6.58670, 11.92908], [21.58044, 7.01200, 10.61246], [21.17020, 5.87129, 9.84962], [21.98682, 5.33815, 8.89776], [23.26774, 5.87886, 8.68730], [23.62385, 7.03747, 9.33074], [22.80384, 7.58320, 10.28913], [20.26596, 12.01271, 7.57784], [20.04924, 10.23186, 7.41461], [21.33285, 10.85939, 8.47045], [18.28731, 11.30800, 8.89213], [19.42947, 12.16149, 9.77872], [19.19976, 9.04532, 9.93165], [18.31043, 10.20256, 10.84740], [20.72235, 11.14385, 11.25663], [20.75096, 8.06947, 13.63418], [20.20584, 5.40090, 10.06852], [21.65694, 4.38687, 8.41769], [23.95593, 5.33535, 8.00904], [24.56586, 7.52488, 9.03360], [23.19280, 8.40288, 10.88946], [9.77492, 5.53691, 14.30013], [9.26663, 6.36415, 15.54293], [9.77259, 5.73178, 16.88111], [7.68807, 6.45152, 15.66411], [9.87262, 7.83693, 15.55672], [9.16136, 8.86235, 16.22482], [9.26719, 10.24280, 15.99443], [10.23631, 10.63814, 15.13986], [10.27562, 11.85719, 14.41608], [11.25712, 11.62170, 13.39013], [11.91864, 10.26562, 13.75148], [11.10837, 9.69065, 14.65481], [11.02725, 8.32999, 14.91085], [9.03466, 4.78829, 14.03838], [10.69357, 5.01557, 14.61333], [9.97298, 6.17886, 13.40855], [9.20916, 4.78605, 17.04645], [9.60051, 6.37629, 17.70075], [10.88229, 5.54443, 16.88245], [7.31495, 5.52960, 15.20114], [7.24098, 7.31860, 15.07698], [7.42457, 6.49814, 16.72793], [8.41138, 8.57568, 16.98055], [8.61252, 11.00004, 16.45556], [11.85322, 7.74150, 14.54316], [11.83480, 8.07704, 8.13941], [13.07669, 8.21861, 8.90580], [13.28075, 7.78058, 10.14549], [12.21360, 7.33316, 10.86268], [14.81730, 8.10862, 10.83436], [11.98552, 8.62414, 7.21510], [11.00305, 8.53693, 8.68432], [11.63718, 7.03696, 7.96595], [13.83711, 8.74845, 8.50419], [11.51294, 6.72313, 10.36821], [12.43368, 6.95209, 11.75001]],
  "forces_ev_per_angstrom": [[0.0, 0.6, 0.1], [-1.3, -0.2, -0.4], [1.6, -0.9, 1.7], [-0.9, -0.3, 2.1], [0.0, 0.3, -1.3], [0.2, 0.5, 0.2], [-0.7, 0.3, 2.2], [0.6, -2.3, -1.6], [0.7, 0.7, -3.8], [-0.7, 1.3, 2.7], [0.8, -1.2, 0.6], [0.2, -0.9, -0.4], [-0.9, 0.6, 0.2], [0.9, -0.7, -1.6], [-0.6, 1.0, 1.3], [0.2, 0.4, -0.1], [-0.1, 0.0, 0.4], [-0.5, -0.5, -0.9], [0.3, -0.1, 0.3], [-0.2, 0.1, 0.1], [0.1, 0.2, 0.2], [0.5, -0.5, 0.4], [-0.3, 1.0, 0.9], [-0.9, -1.5, -2.1], [1.0, 0.4, 1.4], [0.7, 0.6, -1.9], [-0.1, 0.3, 0.1], [-1.2, 0.1, 1.1], [-0.5, -0.5, -0.9], [0.5, 0.7, 0.7], [-0.1, -1.4, -1.1], [-0.5, 0.9, 0.8], [0.6, -1.3, -0.3], [-0.5, -1.1, -0.9], [1.1, 0.2, -0.9], [-0.3, 0.7, 1.4], [0.0, -0.3, -0.1], [-0.1, 0.4, 0.2], [-0.4, 0.2, -0.1], [0.1, -0.4, -0.1], [0.2, -0.9, -0.3], [0.3, 0.8, 0.1], [-0.4, 0.2, 0.6], [-0.3, 0.1, 0.4], [0.2, -0.2, -0.5], [0.4, 0.3, -0.1], [0.5, 1.0, 0.2], [-0.5, 0.7, 0.4], [-0.4, -0.3, 0.5], [-0.3, 0.1, -0.2], [0.0, 1.0, 0.7], [1.0, 1.6, 0.9], [0.5, -1.5, -1.4], [0.8, 0.4, -1.3], [-0.2, 1.0, 0.3], [-1.3, -0.6, 0.7], [-0.5, 0.0, 1.1], [-0.9, 1.4, -1.4], [1.1, -1.8, 0.6], [1.3, -0.9, -1.4], [-0.6, 1.1, -0.3], [1.0, 0.7, -0.8], [-0.4, -0.5, -0.1], [-0.1, -0.2, -0.1], [-0.2, 0.2, -0.4], [-0.1, -0.4, 0.8], [0.6, 0.3, 0.1], [-0.5, 0.8, 0.8], [-1.0, 0.0, -0.2], [-0.2, 0.1, 0.4], [0.7, -1.0, 0.9], [-0.2, 0.1, -0.4], [0.1, 0.0, -0.6], [0.2, -0.7, -0.2], [-0.2, -0.4, -0.5], [0.7, 1.0, 0.9], [-0.7, -0.6, -0.5], [1.6, 1.8, 0.4], [-1.6, -1.6, -1.5], [-0.9, -0.8, 0.1], [-0.1, -0.1, -0.2], [0.0, -0.1, -0.1], [-0.3, -0.6, -0.3], [0.1, 0.1, -0.1], [1.0, 1.2, 0.5], [0.5, -0.1, 0.7]],
  "lowdin_spin": [3.7998, -0.0128, -0.0303, 0.0138, 0.6430, 0.2230, 0.0852, 0.0060, 0.0105, 0.1197, 0.0011, 0.0009, 0.0001, 0.0008, 0.0001, 0.0013, 0.0001, 0.0000, 0.0001, 0.0000, 0.0004, 0.0000, 0.0009, 0.0054, 0.0112, 0.0372, 0.0446, 0.0135, 0.0052, 0.0050, 0.0006, 0.0009, 0.0000, 0.0012, 0.0001, 0.0009, -0.0001, 0.0001, 0.0000, 0.0002, 0.0014, 0.0001, 0.0043, 0.0016, 0.0022, 0.0001, 0.0000, 0.0001, 0.0000, 0.0001, 0.0000, 0.0000, 0.0000, 0.0000, 0.0000, 0.0000, 0.0000, 0.0000, 0.0004, 0.0017, 0.0000, 0.0000, 0.0000, 0.0000, 0.0000, 0.0000, 0.0000, 0.0000, 0.0000, 0.0000, 0.0000, 0.0000, 0.0000, 0.0000, 0.0000, 0.0000, -0.0004, -0.0002, -0.0001, 0.0002, 0.0001, 0.0000, 0.0000, -0.0013, 0.0000, 0.0000],
  "lumo_energy_ev": [1.91, 1.97],
  "multiplicity": 6,
  "energy_ev": -374504.813,
  "largest_force_ha_per_bohr": 0.076,
  "relative_energy_ev": 0.462,
  "total_charge": -2,
  "gap_ev": [2.32, 2.73]
}